{"formula": "C4H5I", "method": "the ωB97M-V functional and the def2-TZVPD basis", "species": ["C", "C", "C", "C", "I", "H", "H", "H", "H", "H"], "coordinates": [[-1.50332, 2.58264, -0.23450], [-1.96161, 1.72148, 0.45315], [0.87121, -2.12148, 0.15522], [1.15774, -0.94066, -0.34713], [2.95908, 0.08349, 0.01742], [-1.08913, 3.34103, -0.82914], [-2.39596, 0.97729, 1.05041], [1.53495, -2.66278, 0.80903], [-0.06835, -2.59354, -0.08283], [0.49539, -0.38747, -0.99163]], "forces_ev_per_angstrom": [[-0.087, -0.277, 0.218], [0.084, 0.282, -0.251], [0.071, -0.074, 0.087], [0.346, 0.316, 0.012], [-0.314, -0.210, -0.027], [0.237, 0.431, -0.347], [-0.208, -0.459, 0.370], [0.153, -0.029, 0.072], [-0.204, -0.032, -0.071], [-0.078, 0.052, -0.064]], "max_force_ev_per_a": 0.63, "charge": 0, "e_above_lowest_ev": 1.601}

{"formula": "C20H49N8O4", "method": "the ωB97M-V functional and the def2-TZVPD basis", "species": ["C", "C", "N", "C", "N", "C", "N", "N", "H", "H", "H", "H", "H", "C", "C", "C", "O", "C", "N", "H", "H", "H", "H", "H", "H", "H", "H", "H", "H", "H", "C", "C", "C", "O", "C", "N", "H", "H", "H", "H", "H", "H", "H", "H", "H", "H", "H", "C", "C", "C", "O", "C", "N", "H", "H", "H", "H", "H", "H", "H", "H", "H", "H", "H", "C", "C", "C", "O", "C", "N", "H", "H", "H", "H", "H", "H", "H", "H", "H", "H", "H"], "coordinates": [[-1.98986, -1.59754, -7.03199], [-2.70817, -1.68361, -5.80113], [-3.55003, -1.40474, -4.53816], [-2.81131, -0.96583, -3.44029], [-3.49132, -0.59555, -2.10539], [-2.26116, -0.17056, -1.28096], [-1.01283, -0.33728, -2.13445], [-1.30859, -0.79443, -3.40914], [-1.42441, -1.22332, -8.01455], [-4.59738, -1.52746, -4.50900], [-2.30745, 0.22561, -0.18060], [-0.02675, -0.12485, -1.81076], [-0.55886, -0.96259, -4.11509], [2.58164, -4.58321, -2.60104], [1.73182, -3.33469, -2.38386], [1.77652, -2.80082, -0.93350], [0.99403, -3.55479, -0.00277], [1.62401, -4.73516, 0.47155], [0.35480, -3.61332, -2.81374], [2.11021, -5.48835, -2.21105], [2.74283, -4.75049, -3.67284], [3.56444, -4.47768, -2.13048], [2.14081, -2.55075, -3.03284], [1.34280, -1.79294, -0.93327], [2.80690, -2.69264, -0.57488], [2.70694, -4.61400, 0.57500], [1.39452, -5.57261, -0.19127], [1.20749, -4.97309, 1.45370], [-0.18466, -2.74800, -2.76423], [-0.07508, -4.20459, -2.09423], [-1.39083, -1.04657, 2.64268], [-2.42151, -0.07551, 3.21093], [-2.85455, -0.40974, 4.65707], [-3.76215, -1.51079, 4.76174], [-3.14319, -2.78730, 4.71150], [-3.57476, -0.01729, 2.30250], [-1.83144, -1.99726, 2.33342], [-0.91547, -0.61701, 1.75260], [-0.60156, -1.25486, 3.37215], [-1.95202, 0.91552, 3.23173], [-3.39753, 0.45729, 5.05376], [-1.98900, -0.55762, 5.31353], [-2.15781, -2.78911, 5.18809], [-3.06737, -3.12458, 3.67524], [-3.78385, -3.49814, 5.23968], [-4.21369, 0.70796, 2.63122], [-4.10883, -0.88329, 2.43248], [2.24420, 1.68923, 4.87564], [2.69137, 0.47024, 4.07422], [3.95861, 0.71983, 3.22431], [3.73043, 1.47978, 2.03375], [3.65932, 2.88267, 2.23858], [1.57006, 0.00495, 3.24669], [1.73380, 2.43476, 4.26141], [1.53647, 1.38986, 5.65808], [3.09547, 2.17244, 5.36584], [2.93340, -0.31839, 4.79705], [4.33183, -0.25426, 2.88405], [4.76293, 1.16647, 3.82061], [4.33295, 3.22022, 3.03254], [2.63046, 3.17568, 2.45977], [3.94652, 3.37836, 1.30771], [1.83948, -0.86861, 2.79220], [1.47546, 0.66203, 2.46477], [1.22749, 4.56870, -3.15123], [0.16255, 3.57180, -3.59872], [-1.25890, 4.17588, -3.67026], [-1.88951, 4.35305, -2.39827], [-1.48756, 5.52348, -1.70283], [0.20588, 2.39807, -2.71604], [1.20832, 4.75263, -2.07447], [2.22796, 4.18582, -3.38616], [1.11035, 5.52789, -3.66573], [0.43087, 3.24811, -4.61175], [-1.89616, 3.47065, -4.21841], [-1.27162, 5.11103, -4.24239], [-1.28363, 6.35864, -2.38036], [-0.61180, 5.30876, -1.08617], [-2.29728, 5.81494, -1.02895], [-0.43469, 1.69136, -3.08002], [-0.22133, 2.67155, -1.82453]], "forces_ev_per_angstrom": [[-5.385, 0.455, 9.104], [3.741, 2.072, -7.695], [3.790, -0.295, -1.805], [0.688, 0.947, 2.887], [7.955, 0.491, -1.525], [-0.452, -2.038, -5.655], [-3.445, 0.710, 3.509], [-4.796, -0.050, 1.011], [-1.502, -1.366, 2.715], [1.793, 0.183, -0.035], [0.186, -0.916, -2.103], [-1.590, -0.323, -0.799], [-1.162, 0.094, 0.658], [0.254, -0.095, -0.266], [-0.014, -0.334, 0.335], [-0.277, -0.142, 0.026], [0.469, 0.496, -0.377], [-0.273, -0.216, 0.135], [-0.230, 0.282, 0.297], [-0.015, 0.167, 0.024], [-0.086, 0.062, 0.220], [-0.118, -0.018, -0.038], [-0.044, 0.059, 0.100], [-0.069, -0.062, 0.108], [0.013, -0.124, -0.028], [-0.054, 0.011, -0.099], [0.227, -0.059, 0.055], [0.009, 0.158, -0.101], [0.105, -0.346, 0.034], [0.153, 0.083, -0.327], [0.142, -0.182, 0.016], [0.024, -0.435, 0.162], [-0.344, 0.128, -0.034], [0.566, 0.352, 0.026], [-0.346, -0.088, -0.048], [-0.240, 0.042, 0.005], [-0.114, 0.088, 0.053], [0.008, -0.010, 0.115], [-0.137, 0.118, -0.219], [-0.117, -0.056, 0.118], [-0.042, -0.183, -0.072], [0.064, -0.121, -0.126], [-0.012, 0.063, -0.084], [0.214, -0.112, 0.037], [0.019, 0.178, 0.005], [0.134, -0.064, -0.167], [0.227, 0.246, -0.109], [-0.117, 0.036, 0.349], [0.078, 0.396, -0.241], [-0.108, -0.281, -0.179], [0.208, -0.116, 0.513], [-0.141, -0.033, -0.318], [0.286, -0.015, -0.294], [0.100, -0.094, -0.037], [0.127, 0.016, -0.178], [-0.097, -0.036, -0.065], [0.046, 0.009, -0.174], [-0.090, 0.150, -0.079], [-0.098, 0.141, 0.021], [-0.094, -0.063, 0.015], [0.077, 0.174, 0.172], [0.050, -0.152, 0.057], [-0.109, 0.053, 0.144], [0.002, -0.135, 0.325], [0.369, 0.059, -0.114], [-0.028, 0.438, 0.225], [-0.165, -0.328, 0.146], [0.280, 0.018, -0.618], [-0.129, -0.086, 0.329], [-0.430, -0.389, 0.109], [-0.107, -0.038, -0.104], [-0.220, 0.033, 0.051], [-0.004, -0.117, 0.079], [-0.147, -0.024, 0.080], [-0.007, 0.042, 0.162], [0.129, 0.041, 0.116], [0.054, -0.103, 0.007], [0.083, 0.228, -0.054], [0.007, -0.095, -0.160], [0.085, 0.402, -0.067], [0.191, 0.021, -0.260]], "max_force_ev_per_a": 10.59, "charge": 1}

For reference, E_HOMO by record: -9.18; -11.22 eV.